[1]
ORCA calculation (ωB97M-V with the def2-TZVPD basis set) on a single C17H20N6O4S molecule at a distorted geometry.

```
48
Properties=species:S:1:pos:R:3
O -0.54348 0.83235 4.13732
O 1.64620 -2.21174 -4.40738
O -0.61228 -1.37326 -4.84779
N -1.12154 -1.09461 -0.84839
N -4.16275 -0.46174 0.76435
N -4.59794 -1.19641 -0.29104
O -2.50618 1.81526 4.76014
C -1.70667 1.13517 3.90954
C -0.18282 -0.56308 -0.06889
C -2.84549 -0.44908 0.69133
C -3.55088 -1.59889 -1.00831
C -0.55748 0.07398 1.20147
C -1.88206 0.12094 1.65436
C 2.27013 -0.70219 0.43460
C 3.62196 -0.67119 0.13732
C 2.98496 -0.45032 -2.21040
C 1.24592 -0.61142 -0.50090
C 1.62336 -0.49627 -1.86930
C 4.00757 -0.53009 -1.20871
N -2.36347 0.75957 2.76253
N -2.42720 -1.08063 -0.42680
N 0.64253 -0.36017 -2.86633
C -3.53204 -2.42394 -2.27263
C 5.43742 -0.52251 -1.62124
C -1.28786 3.62231 5.72181
C -1.96135 2.28456 6.00941
C 1.44325 0.31490 -5.35094
S 0.74736 -1.06401 -4.40661
H 0.17966 0.53111 1.79552
H 1.98869 -0.80222 1.48242
H 4.33838 -0.76621 0.92783
H 3.27042 -0.33569 -3.24311
H -3.36075 0.81962 2.79524
H -0.26104 -0.58117 -2.51054
H -2.83701 -3.27937 -2.07922
H -3.18865 -1.84356 -3.10222
H -4.53836 -2.85935 -2.46553
H 5.58007 -1.24903 -2.41398
H 5.72098 0.48361 -1.99095
H 6.06200 -0.79419 -0.76777
H -0.98096 4.04719 6.70675
H -0.45199 3.46815 5.04226
H -2.04311 4.26607 5.26450
H -1.25055 1.56875 6.46854
H -2.80033 2.45798 6.69452
H 0.67375 1.00349 -5.67261
H 2.11557 0.86066 -4.70049
H 1.95402 -0.09334 -6.20968
```

Values from the calculation:
highest occupied orbital energy	-8.8	eV
SMILES	CCOC(=O)Nc1cc(-c2ccc(C)cc2NS(C)(=O)=O)nn2c(C)nnc12
Kohn-Sham gap	8.44	eV
E_LUMO	-0.012	Eh
energy above the lowest of the compared OMol25 structures with the same formula, charge and spin	0.0	kJ/mol

[2]
ORCA calculation (ωB97M-V with the def2-TZVPD basis set) on a molecular structure, C17H20N6O6 at a distorted geometry.

```
49
Properties=species:S:1:pos:R:3
C 0.13221 -1.29709 -2.50093
H -0.75850 -0.57711 -2.32217
O 1.27890 -0.98800 -1.95211
C 1.46025 -0.64665 -0.78982
C 0.37452 -0.73020 -0.02607
C 0.79521 -0.25885 1.41320
C 2.13796 0.25741 1.79921
C 3.01975 0.00033 0.90944
C 2.82254 -0.35081 -0.40333
O 3.78741 -0.15503 -1.30358
C 4.25476 -1.45423 -1.79413
O 3.87800 -2.59482 -1.54075
N 4.76711 -1.12026 -3.20948
C 5.29302 0.16269 -3.41369
H 4.66898 0.84190 -3.03502
H 5.14769 0.35549 -4.58288
H 6.28807 0.47263 -3.45814
C 5.44250 -2.17356 -3.80384
H 4.95043 -3.25462 -3.18852
H 5.11843 -2.16109 -4.73591
H 6.48295 -2.33443 -3.84333
H 4.23939 0.47208 1.31293
H 2.27562 0.34689 3.01049
C -0.15655 -0.28791 2.55425
N -1.59322 -0.71273 2.21811
N -2.50132 -0.53280 3.23839
C -3.83730 -0.41306 2.86844
O -4.53460 -0.80404 4.06852
C -4.13051 -0.07939 1.57047
N -3.94884 1.29933 1.32474
C -4.47751 2.18026 2.02804
N -3.93564 3.31343 1.51053
C -2.95587 3.09567 0.76275
C -2.96945 1.76692 0.38390
N -2.17881 1.03930 -0.49145
O -1.20145 1.51402 -0.73331
O -2.62607 -0.26538 -0.77169
H -2.20996 4.03715 0.35769
C -5.57363 2.17295 2.93409
H -5.63738 3.16098 3.37616
H -6.51764 2.00335 2.42872
H -5.14527 1.63184 3.80877
H -5.23108 -0.31090 1.46730
H -3.70141 -0.71178 0.74239
H -2.01924 -0.80126 4.11245
H -0.13798 -0.33208 3.54288
H -0.55473 -0.93947 -0.13562
H 0.12524 -1.39383 -3.66800
H -0.20696 -2.44324 -2.04009
```

Values from the calculation:
highest occupied orbital energy	-7.7	eV
Kohn-Sham gap	6.57	eV
E_LUMO	-0.043	Eh
energy above the lowest of the compared OMol25 structures with the same formula, charge and spin	1545.6	kJ/mol

[3]
ORCA calculation (ωB97M-V with the def2-TZVPD basis set) on a single C17H20N8O molecule at a distorted geometry.

```
46
Properties=species:S:1:pos:R:3
O -4.81206 1.13029 -3.28075
N 2.77192 0.35413 1.96601
N 1.80002 -1.35580 3.03675
N -0.84080 0.12920 -1.65685
N 4.48089 -0.86581 5.49822
C -4.08958 0.33612 -3.79495
C 1.88528 -0.52334 1.94573
C 2.85742 -1.00364 3.71941
C -0.68217 0.79190 -0.56085
C 3.49411 -1.55794 4.92327
C 5.14327 0.11315 4.67990
C -2.65489 1.39802 -1.28221
C -2.16455 0.45882 -2.13478
C 4.71542 0.54638 3.46942
C 0.86780 -0.51509 0.90141
C 0.44594 0.65326 0.22824
N 3.44194 0.00804 3.07942
N -1.70996 1.65917 -0.30277
N -2.78536 -0.04910 -3.34061
N -4.33389 -0.40326 -4.96157
C 2.87586 -2.74891 5.43387
C 5.57914 1.38745 2.67245
C -2.00221 2.56064 0.80444
C -5.43716 -0.08452 -5.96940
C -2.19354 -1.12060 -4.10848
C -3.17630 -1.30601 -5.28599
H 6.03838 0.62768 5.01414
H -3.63750 1.90723 -1.26453
H 0.32804 -1.40080 0.74036
H 0.94719 1.60576 0.55769
H 2.00348 -2.50017 6.01836
H 3.64043 -3.21270 6.08962
H 2.67194 -3.40432 4.59015
H 4.98692 1.72329 1.86659
H 5.98436 2.23972 3.28391
H 6.34797 0.73528 2.29219
H -1.16342 2.53236 1.46527
H -2.01919 3.54159 0.39661
H -2.82205 2.17240 1.40841
H -5.67217 -0.99709 -6.49747
H -6.43212 0.20310 -5.53813
H -5.19813 0.65652 -6.71557
H -2.21902 -2.02930 -3.48242
H -1.13251 -0.96191 -4.35274
H -3.47800 -2.38340 -5.32050
H -2.65114 -1.04777 -6.23126
```

Values from the calculation:
highest occupied orbital energy	-7.4	eV
SMILES	Cc1ncc(C)n2nc(/C=C/c3nc(N4CCN(C)C4=O)cn3C)nc12
Kohn-Sham gap	7.64	eV
E_LUMO	0.008	Eh
energy above the lowest of the compared OMol25 structures with the same formula, charge and spin	190.9	kJ/mol

[4]
ORCA calculation (ωB97M-V with the def2-TZVPD basis set) on a molecular structure, C17H21Cl3O4Ti at a distorted geometry.

```
46
Properties=species:S:1:pos:R:3
C 0.34423 -2.90510 -0.25717
C 1.64014 -2.53997 0.20722
C 2.19660 -1.61282 -0.72016
C 2.29255 -3.03590 1.43513
C 1.28264 -1.45961 -1.79121
C 0.10469 -2.19618 -1.48053
C -1.13144 -2.13977 -2.28541
C -0.55541 -3.82229 0.47507
C 3.49737 -0.93860 -0.59782
C 1.50463 -0.64539 -2.99855
Ti -1.06460 0.77790 0.37861
Cl 0.62603 0.03124 1.80222
Cl -2.38445 -1.04802 1.04972
Cl 0.46390 1.85170 -0.94853
H 1.55977 -3.24813 2.22437
H 2.98851 -2.29252 1.84090
H 2.86130 -3.95992 1.23962
H 3.67993 -0.58828 0.42382
H 3.53512 -0.05744 -1.24212
H 4.31975 -1.60562 -0.88317
H 2.13717 0.21584 -2.76896
H 0.56222 -0.26616 -3.40166
H 1.99405 -1.23061 -3.79535
H -0.88295 -1.85229 -3.32147
H -1.88239 -1.41553 -1.89650
H -1.63304 -3.11684 -2.31952
H -0.56698 -3.55766 1.54512
H -0.21974 -4.87503 0.40718
H -1.57961 -3.76675 0.09055
O -2.31137 0.85735 -1.00048
H -2.99016 0.19256 -0.68525
O -3.89400 3.04687 -0.01847
C -3.62794 4.12021 0.74954
C -4.64594 5.08804 0.78581
C -4.42909 6.27397 1.46829
C -3.19939 6.54162 2.09139
C -2.18817 5.58330 2.05666
C -2.39878 4.36443 1.42853
C -1.31190 3.34226 1.57627
O -0.15087 3.61997 1.82045
O -1.78865 2.08501 1.46917
H -3.23800 2.32652 0.04696
H -5.56298 4.87655 0.22599
H -5.22696 7.01298 1.48251
H -3.01362 7.49015 2.58795
H -1.21213 5.73916 2.51145
```

Values from the calculation:
highest occupied orbital energy	0.4	eV
Kohn-Sham gap	4.01	eV
E_LUMO	0.163	Eh
total charge	-2
energy above the lowest of the compared OMol25 structures with the same formula, charge and spin	0.0	kJ/mol

[5]
ORCA calculation (ωB97M-V with the def2-TZVPD basis set) on a molecular structure, C17H21F3N5O10V at a distorted geometry.

```
57
Properties=species:S:1:pos:R:3
V -0.31369 -1.10845 0.82556
O 3.74845 -1.29288 0.93529
C 2.65179 -0.78199 0.91704
O 1.55701 -1.48329 1.06592
C 2.50694 0.70309 0.74589
C 3.67801 1.43880 0.84279
C 3.64680 2.81215 0.71331
C 2.47527 3.49485 0.47278
C 1.31729 2.75908 0.33934
C 1.27916 1.35182 0.48509
O 0.13454 0.73417 0.39211
N 0.09876 3.55585 0.06944
O 0.10428 4.70751 0.44337
O -0.84883 3.02712 -0.48135
N 4.89674 3.58267 0.83222
O 4.82848 4.78466 0.68158
O 5.91192 2.96509 1.06918
H 4.60583 0.91453 1.02345
H 2.46120 4.57064 0.37941
C -0.27338 -1.40603 3.88017
O -0.38972 -1.05681 2.51273
H 0.68765 -1.03581 4.23845
H -0.32463 -2.49126 3.96731
H -1.10797 -0.92623 4.39004
F -2.66269 -2.48806 1.98299
C -1.77044 -2.58099 0.99926
F -0.91603 -3.60257 1.31869
F -2.43610 -2.94483 -0.10339
C -3.86782 2.34214 -1.56054
N -3.49605 1.43239 -0.49869
C -3.69184 1.70819 0.90921
C -2.82606 0.64569 1.56962
O -2.72163 0.48352 2.75348
N -2.18485 -0.07089 0.55219
C -2.55315 0.48547 -0.60598
N -2.06666 0.09338 -1.78063
H -4.77254 2.86561 -1.25941
H -4.10603 1.78611 -2.46725
H -3.08022 3.07139 -1.75656
H -4.73316 1.60309 1.21440
H -3.32295 2.69930 1.18291
H -1.28569 -0.55338 -1.76772
H -2.19574 0.67450 -2.58862
C -0.36101 -2.78502 -2.90339
C 0.63888 -2.49668 -1.79572
C 1.16123 -3.77699 -1.17181
C 1.76770 -1.60579 -2.28399
O -0.08382 -1.75155 -0.77873
H 0.06238 -3.52265 -3.58669
H -0.59037 -1.89108 -3.48792
H -1.28635 -3.18734 -2.49381
H 1.82317 -4.27108 -1.88519
H 0.34411 -4.45613 -0.92864
H 1.72522 -3.56139 -0.26573
H 2.21703 -2.05440 -3.17123
H 2.54575 -1.49381 -1.53053
H 1.39383 -0.61542 -2.55172
```

Values from the calculation:
highest occupied orbital energy	-9.3	eV
Kohn-Sham gap	8.00	eV
E_LUMO	-0.047	Eh
energy above the lowest of the compared OMol25 structures with the same formula, charge and spin	0.0	kJ/mol

[6]
ORCA calculation (ωB97M-V with the def2-TZVPD basis set) on 7 unconnected molecules or ions with the total composition C17H21F5N2O19 at a distorted geometry.

```
64
Properties=species:S:1:pos:R:3
C -18.00771 -10.97264 -7.10641
C -19.09314 -10.70455 -6.07339
O -20.31782 -10.76559 -6.80787
C -20.09506 -10.93903 -8.11636
O -20.91866 -10.96026 -9.03416
O -18.70050 -10.87058 -8.30820
F -18.89803 -9.42164 -5.86086
H -17.63897 -11.99832 -7.09642
H -17.09973 -10.37237 -7.04876
H -19.06150 -11.25577 -5.13357
C -13.60265 -6.10846 -9.87776
C -12.45100 -6.66225 -8.94448
O -12.30892 -8.01641 -9.38796
C -13.20430 -8.33497 -10.35795
O -13.40447 -9.45693 -10.79688
O -13.80009 -7.17201 -10.77998
F -12.99789 -6.76428 -7.73392
H -13.21041 -5.22492 -10.38136
H -14.37118 -5.80654 -9.16620
H -11.50568 -6.12403 -8.87525
C -8.52630 2.00893 -7.89077
C -7.91265 1.05434 -6.90761
O -8.70100 -0.10659 -7.08469
C -9.87952 0.21585 -7.58716
O -10.85510 -0.57066 -7.56231
O -9.80997 1.53638 -7.93020
F -7.97861 1.46127 -5.61623
H -8.11640 1.91884 -8.89674
H -8.47916 3.06077 -7.60877
H -6.85938 0.84874 -7.09851
C -4.25583 -4.04077 -12.26951
C -5.55695 -3.48280 -11.79364
O -5.11497 -2.24347 -11.46269
C -3.90847 -2.36941 -10.84459
O -3.35237 -1.51389 -10.12112
O -3.33834 -3.48554 -11.35116
F -6.05033 -4.22266 -10.79956
H -3.95243 -3.77566 -13.28231
H -4.27885 -5.13043 -12.25491
H -6.24892 -3.48846 -12.63581
C -17.97795 -11.16600 -14.64938
C -17.47161 -10.76719 -16.04952
O -16.93330 -11.86414 -16.58780
C -17.04022 -12.89117 -15.70993
O -16.59015 -14.02061 -15.86008
O -17.52928 -12.43743 -14.48030
F -16.52234 -9.72863 -16.02008
H -19.05969 -11.27770 -14.72326
H -17.62874 -10.45735 -13.89841
H -18.30705 -10.50714 -16.69952
C -8.99136 -14.12556 -13.08758
N -7.59806 -14.37420 -12.50404
O -7.16115 -13.50411 -11.71453
O -6.91065 -15.25204 -12.95145
H -8.93538 -13.34879 -13.85020
H -9.60357 -13.92068 -12.20932
H -9.27713 -15.09625 -13.49280
C -21.38746 -4.54460 -8.31511
N -20.77951 -4.17252 -9.60765
O -19.58749 -4.54038 -9.82312
O -21.34898 -3.45599 -10.43635
H -21.65883 -5.59772 -8.38843
H -22.25462 -3.91922 -8.10285
H -20.58583 -4.46670 -7.58065
```

Values from the calculation:
highest occupied orbital energy	-11.0	eV
SMILES	O=C1OC[C@@H](F)O1.O=C1OC[C@@H](F)O1.O=C1OC[C@@H](F)O1.O=C1OC[C@@H](F)O1.O=C1OC[C@@H](F)O1.C[N+](=O)[O-].C[N+](=O)[O-]
Kohn-Sham gap	10.88	eV
E_LUMO	-0.003	Eh
energy above the lowest of the compared OMol25 structures with the same formula, charge and spin	322.7	kJ/mol

[7]
ORCA calculation (ωB97M-V with the def2-TZVPD basis set) on 2 unconnected molecules or ions with the total composition C17H21FNO2 at a distorted geometry.

```
42
Properties=species:S:1:pos:R:3
F 0.18888 -4.40641 0.29688
C -0.83007 -3.48156 0.27402
C -1.90025 -3.71216 -0.58349
C -2.89209 -2.72336 -0.65877
C -2.76570 -1.54349 0.05599
C -1.69259 -1.33047 0.97954
C -1.71695 -0.13926 1.76004
C -0.64015 0.57333 2.35064
C -0.92324 1.88732 2.83852
C 0.01495 2.61724 3.54362
C 1.27625 2.06527 3.81861
C 1.59920 0.80250 3.30526
C 0.69610 0.10234 2.50920
C -0.71905 -2.36503 1.08857
H -1.95634 -4.62646 -1.16871
H -3.76173 -2.88502 -1.29925
H -3.50951 -0.74750 -0.07244
H -2.68989 0.35192 1.83934
H -1.90744 2.31067 2.62522
H -0.22729 3.62152 3.88888
H 2.00446 2.62478 4.40558
H 2.58073 0.36775 3.51276
H 1.02524 -0.79480 1.99461
H 0.08305 -2.30643 1.81264
O -4.37282 1.21757 5.72154
C -3.10579 0.59746 5.48259
C -3.38157 -0.56613 4.55792
N -4.19115 -0.06752 3.46561
C -4.88432 -1.09017 2.71356
C -5.91512 -0.39249 1.85986
O -6.67062 0.43407 2.74708
H -4.27389 1.90609 6.39614
H -2.43210 1.30462 4.98246
H -2.68218 0.22323 6.42311
H -2.44785 -0.97300 4.14834
H -3.91825 -1.35365 5.11711
H -4.85117 0.63549 3.80719
H -4.15653 -1.62238 2.09079
H -5.38052 -1.80848 3.38794
H -5.40330 0.23739 1.11936
H -6.56372 -1.13881 1.38326
H -7.41575 0.82569 2.26628
```

Values from the calculation:
highest occupied orbital energy	-11.7	eV
Kohn-Sham gap	5.67	eV
E_LUMO	-0.220	Eh
total charge	+1
energy above the lowest of the compared OMol25 structures with the same formula, charge and spin	190.6	kJ/mol

[8]
ORCA calculation (ωB97M-V with the def2-TZVPD basis set) on a molecular structure, C17H21FeI2NO4SSm at a distorted geometry.

```
48
Properties=species:S:1:pos:R:3
I 1.28325 3.07482 1.96684
I -3.43151 -2.43453 -0.34778
Sm -0.98000 -0.78351 -0.30370
Fe 1.15278 1.01407 0.74591
S -2.17112 1.48349 0.05401
C 0.67423 2.04268 -0.82023
C 2.77576 0.93224 0.07804
C -2.95884 2.65279 -1.10121
C -4.43841 2.30605 -1.17001
C -2.32839 2.58072 -2.48602
C -2.77338 4.03159 -0.46073
C 0.11669 -3.10781 -1.63485
C -0.88362 -0.64185 -2.95827
O 3.77475 1.30685 -0.42699
O 0.91716 2.94852 -1.51661
O 0.47889 -4.03636 -2.20646
O -1.00511 -0.52943 -4.09714
H -4.91950 3.02336 -1.83861
H -4.87607 2.35005 -0.16942
H -4.58093 1.28416 -1.52979
H -2.58265 3.52097 -2.98566
H -2.69968 1.72208 -3.05986
H -1.24320 2.50589 -2.42836
H -3.28217 4.78396 -1.07433
H -1.71334 4.29296 -0.36174
H -3.20220 4.04178 0.54927
C 3.47872 -1.96971 -0.93209
N 3.29599 -1.55468 0.45763
C 4.56157 -1.29700 1.14730
C 2.40641 -2.41963 1.25092
C 1.08204 -1.89260 1.75255
C 0.30770 -2.88492 2.38500
C -0.97462 -2.60139 2.78312
C -1.48006 -1.29413 2.70679
C -0.62326 -0.25230 2.30535
C 0.62598 -0.57466 1.64976
H 4.48610 -1.68406 -1.26331
H 2.75972 -1.44888 -1.57906
H 3.32549 -3.05244 -1.05288
H 4.44392 -0.59802 2.00102
H 4.96664 -2.25586 1.55004
H 5.29412 -0.88837 0.44388
H 2.18143 -3.32278 0.66266
H 2.97715 -2.77351 2.13742
H 0.76210 -3.88492 2.45282
H -1.57390 -3.41197 3.18396
H -2.50928 -1.08381 2.98648
H -0.89732 0.78008 2.55432
```

Values from the calculation:
highest occupied orbital energy (alpha / beta)	-21.4 / -21.1	eV
spin multiplicity	11
Kohn-Sham gap (alpha / beta)	6.51 / 4.46	eV
E_LUMO (alpha / beta)	-0.547 / -0.612	Eh
total charge	+4